Molecular formula: C15H18N2O3S2
Method: DFT, the ωB97M-V functional and the def2-TZVPD basis

Last column: Mulliken charge in e.
Atoms and positions in Å:
C  -4.4404  -3.5566  0.0936  -0.8306
H  -4.1785  -3.6272  -0.9670  0.3363
O  -4.7217  -2.2297  0.4696  -0.4546
C  -3.7397  -1.2973  0.3534  0.8899
C  -4.0743  -0.0051  0.7641  -0.6172
C  -3.1581  1.0194  0.6837  -0.4881
C  -1.8766  0.7864  0.1840  0.3477
C  -1.5420  -0.5083  -0.2023  -0.8383
C  -2.4559  -1.5411  -0.1256  -0.3619
H  -2.1569  -2.5287  -0.4394  0.4069
H  -0.5471  -0.7013  -0.5722  0.4099
C  -0.8683  1.8379  0.0849  -0.7597
C  -1.0708  3.1636  -0.1887  0.8827
S  0.4561  4.0072  -0.1962  -0.3302
C  1.2432  2.4715  0.1577  0.4758
N  0.4416  1.4785  0.2596  -0.2325
N  2.6041  2.4444  0.2935  -0.0796
C  3.4364  1.3875  0.5981  0.4516
O  4.6265  1.5749  0.6669  -0.6293
C  2.7476  0.0639  0.7949  -0.3988
H  2.2351  -0.2268  -0.1227  0.0639
H  1.9968  0.1453  1.5804  0.4570
S  3.8879  -1.2520  1.3162  -0.1330
C  4.9566  -1.4183  -0.1563  -0.6661
H  5.7933  -2.0290  0.1813  0.3577
H  5.3144  -0.4287  -0.4301  0.3219
C  4.2310  -2.1095  -1.3042  -0.3042
O  3.8124  -3.4044  -0.9700  -0.5044
H  3.4152  -3.3653  -0.0878  0.3272
H  4.9101  -2.2128  -2.1553  0.3427
H  3.3714  -1.4998  -1.6280  0.1965
H  3.0833  3.3292  0.1680  0.2451
C  -2.3230  3.8980  -0.5065  -1.5359
H  -2.1172  4.6974  -1.2161  0.4407
H  -3.0548  3.2187  -0.9388  0.4389
H  -2.7506  4.3500  0.3899  0.3006
H  -3.4304  1.9989  1.0425  0.4610
H  -5.0659  0.1661  1.1525  0.4342
H  -5.3577  -4.1144  0.2749  0.2391
H  -3.6330  -3.9827  0.6975  0.3370

Atomic forces in eV per Å
C 0.1 -0.2 -0.1
H 0.0 0.0 0.0
O 0.0 0.3 0.1
C 0.0 0.2 0.0
C -0.1 -0.2 0.0
C 0.1 -0.1 -0.1
C -0.1 -0.3 0.0
C -0.1 0.3 0.0
C -0.2 -0.3 0.0
H 0.0 -0.1 0.0
H 0.1 0.0 0.0
C -0.2 1.1 -0.2
C 0.3 -0.4 0.1
S 0.0 -0.8 0.2
C -0.9 0.8 -0.3
N 0.6 -0.4 0.1
N 0.5 0.6 -0.1
C -0.1 -0.1 0.0
O 0.1 0.0 0.0
C 0.7 -0.8 0.1
H -0.1 0.1 0.1
H 0.0 0.0 -0.2
S 0.0 0.1 -0.1
C -0.4 0.0 0.1
H 0.1 0.0 0.0
H 0.1 0.0 0.0
C 0.1 0.4 0.0
O -0.1 -0.4 0.2
H 0.0 0.1 -0.1
H -0.1 0.1 0.0
H 0.2 0.0 0.0
H 0.0 -0.3 0.0
C 0.0 0.1 0.1
H -0.1 0.0 -0.1
H -0.1 0.0 0.0
H -0.1 0.0 0.0
H 0.0 0.1 0.0
H -0.1 0.0 0.1
H 0.1 0.0 0.0
H 0.0 0.0 0.0

The calculation puts the molar mass at 338.45 g mol⁻¹. The value obtained for the HOMO-LUMO gap is 0.310 hartree. The value obtained for the relative energy (zero: lowest compared OMol25 entry of this formula, charge and spin) is 2.067 eV.